The following is a quantum chemistry calculation of an isolated ion of composition C3H7N2 and charge +1 in a non-equilibrium geometry, from the OMol25 dataset.

CARTESIAN COORDINATES (ANGSTROEM)
C -1.098 -0.429 -0.674
N 0.080 0.198 0.101
N 1.127 -0.710 0.063
C 0.258 1.633 0.340
C -0.206 0.826 1.468
H -0.634 -1.078 -1.421
H -1.704 -0.923 0.031
H -1.517 0.287 -1.311
H 1.536 -0.707 -0.968
H 1.782 -0.726 0.848
H 0.532 2.607 -0.198
H -0.383 0.660 2.481

Results
E_tot	-227.55893	Ha
ΔE to the lowest compared entry with this formula, charge and spin	513.1	kJ/mol
charge	+1
SMILES	C[N+]1(N)C=C1



The following is a quantum chemistry calculation of an isolated ion of composition C3H7N2 and charge +1 in a non-equilibrium geometry, from the OMol25 dataset.

CARTESIAN COORDINATES (ANGSTROEM)
C 1.665 -0.723 0.166
N 1.460 0.545 -0.103
C 0.159 0.997 0.063
C -0.739 -0.081 -0.205
N -2.089 -0.053 0.060
H 1.154 -0.951 1.126
H 2.404 -1.343 -0.336
H 2.119 0.984 -0.830
H -0.225 1.865 0.615
H -0.514 -0.971 -0.732
H -2.608 -0.846 -0.367
H -2.786 0.576 0.543

Results
E_tot	-227.68762	Ha
ΔE to the lowest compared entry with this formula, charge and spin	175.2	kJ/mol
charge	+1
SMILES	C=[NH+]/C=C/N



The following is a quantum chemistry calculation of a 2-piece molecular cluster, C3H7N2 overall in a non-equilibrium geometry, from the OMol25 dataset.

CARTESIAN COORDINATES (ANGSTROEM)
C -0.520 -0.874 -0.098
C -0.605 -2.188 0.283
C -0.625 0.336 -0.003
N 1.619 2.805 -1.005
N -1.458 -2.434 1.245
H -0.660 1.400 -0.087
H -0.018 -3.004 -0.060
H 1.477 3.260 -1.939
H 2.331 2.042 -1.086
H 1.893 3.625 -0.541
H -2.034 -1.703 1.597
H -1.401 -3.264 1.695

Results
E_tot	-227.66154	Ha
ΔE to the lowest compared entry with this formula, charge and spin	243.7	kJ/mol
charge	+1



The following is a quantum chemistry calculation of C3H7N2O as an isolated structure in a non-equilibrium geometry, from the OMol25 dataset.

CARTESIAN COORDINATES (ANGSTROEM)
C 1.090 1.422 0.180
C 0.766 -0.987 0.231
C -0.925 -0.014 -0.257
N -0.743 -1.314 0.226
N 0.440 0.394 0.089
O -1.966 0.741 -0.035
H 0.699 2.378 0.371
H 2.106 1.468 0.484
H 1.307 -1.279 1.154
H 1.155 -1.391 -0.660
H -0.486 0.026 -2.038
H -1.021 -1.903 -0.494
H -2.421 0.458 0.752

Results
E_tot	-302.82173	Ha
ΔE to the lowest compared entry with this formula, charge and spin	573.1	kJ/mol
charge	+1



The following is a quantum chemistry calculation of a 2-piece molecular cluster, C3H7N2O overall in a non-equilibrium geometry, from the OMol25 dataset.

CARTESIAN COORDINATES (ANGSTROEM)
C -2.558 1.171 -0.105
C -1.119 -0.820 -0.020
C 1.535 -0.116 0.572
N -1.955 0.067 -0.067
N 2.108 -0.217 -0.594
O -1.306 -2.115 -0.065
H -2.748 1.655 -1.049
H -2.964 1.596 0.802
H 1.621 -0.911 1.290
H 1.106 0.829 0.875
H 2.090 0.552 -1.257
H -0.500 -2.639 0.044
H 2.565 -1.068 -0.903

Results
E_tot	-302.89331	Ha
ΔE to the lowest compared entry with this formula, charge and spin	385.2	kJ/mol
charge	+1



The following is a quantum chemistry calculation of an isolated ion of composition C3H7N2O and charge +1 in a non-equilibrium geometry, from the OMol25 dataset.

CARTESIAN COORDINATES (ANGSTROEM)
C -1.612 -0.253 0.340
C -0.568 -0.269 -0.635
N 0.558 1.100 -0.563
C 1.536 0.682 0.168
N 1.493 -0.617 0.295
O 0.468 -1.278 -0.290
H -2.455 0.403 0.317
H -1.230 -0.222 1.414
H -1.940 -1.347 0.159
H -0.906 -0.197 -1.606
H 0.183 1.928 -0.857
H 2.488 1.206 0.285
H 1.985 -1.136 0.974

Results
E_tot	-302.89167	Ha
ΔE to the lowest compared entry with this formula, charge and spin	389.5	kJ/mol
charge	+1
SMILES	C[C@H]1[NH+]=CNO1



Question: charge of number 5 (C3H7N2O)?
Answer: +1